Record 1
# C3H9B

A cluster of 2 separate species, C3H9B in total (ωB97M-V with the def2-TZVPD basis set, OMol25).

ORCA input file:
```
! wB97M-V def2-TZVPD RIJCOSX def2/J DEFGRID3
* xyz 0 1
B 0.8650 0.7484 2.5996
C -1.3717 0.6600 -1.1879
C 0.5749 -0.9716 -1.2787
C -0.8479 -0.5375 -0.8798
H 1.3507 1.3108 1.5941
H 0.5364 1.1845 3.6762
H -2.3849 0.9237 -0.8467
H -0.7399 1.4183 -1.5466
H 0.6807 -0.3259 2.3604
H 1.1859 -0.1662 -0.9455
H 0.8003 -1.8689 -0.7353
H 0.8434 -1.0535 -2.4235
H -1.4928 -1.3223 -0.3862
*
```

Output
- E_HOMO (eV) = -9.6
- orbital gap (Eh) = 0.3522
- ΔE to the lowest compared entry with this formula, charge and spin (kJ/mol) = 191.7
- lowest unoccupied orbital energy (eV) = -0.01
- SMILES = C=CC.B

In the Löwdin picture, each atom carries the following charge in e: 0.120 -0.029 -0.119 -0.239 -0.014 -0.030 0.057 0.036 -0.083 0.037 0.048 0.114 0.102

***

Record 2
# C20H28IrN

A structure of composition C20H28IrN (ωB97M-V with the def2-TZVPD basis set, OMol25).

ORCA input file:
```
! wB97M-V def2-TZVPD RIJCOSX def2/J DEFGRID3
* xyz 2 5
C 1.1063 1.8253 -1.5993
H 1.8458 2.2095 -0.8612
H 1.6589 1.4605 -2.4812
H 1.7969 0.5617 0.3012
C 0.0425 2.9064 -1.5950
H -0.9721 2.5932 -1.9334
H -0.0659 3.2047 -0.5254
C 0.5957 4.0787 -2.4467
H -0.2637 4.7684 -2.5591
H 1.4340 4.5758 -1.9191
H 0.9155 3.6942 -3.4283
C -0.8456 -1.8421 -0.7516
C -1.4680 -0.9135 -1.6405
C -0.5142 -0.5422 -2.6459
C 0.7464 -1.1783 -2.3162
C 0.5305 -1.9808 -1.1322
C 1.5278 -2.8872 -0.4787
C 2.0039 -1.1466 -3.1259
C -0.7773 0.2820 -3.8689
C -2.9041 -0.4890 -1.5934
C -1.5178 -2.5611 0.3740
Ir 0.4653 0.2923 -0.5949
H 2.8586 -1.4621 -2.5081
H 1.9338 -1.8492 -3.9720
H 2.1877 -0.1438 -3.5340
H 2.5500 -2.5976 -0.7489
H 1.3955 -2.8811 0.6171
H 1.3633 -3.9218 -0.8178
H -2.4113 -2.0107 0.7081
H -1.8496 -3.5578 0.0390
H -0.8278 -2.7026 1.2184
H -3.0603 0.4595 -2.1284
H -3.5319 -1.2564 -2.0742
H -3.2385 -0.4036 -0.5466
H -0.0048 1.0533 -4.0170
H -0.8107 -0.3461 -4.7751
H -1.7619 0.7658 -3.7881
N 0.0246 0.2597 1.2333
C -0.1178 0.0922 2.3914
C -0.0524 0.1467 3.7967
C -1.2212 0.3512 4.5246
C -1.1812 0.2484 5.9057
C 0.0108 0.0037 6.5905
C 1.1827 -0.0449 5.8576
C 1.1897 0.0482 4.4651
H -2.1431 0.6288 3.9851
H -2.0834 0.3747 6.4624
H 0.0173 -0.0977 7.6833
H 2.1256 -0.1458 6.3592
H 2.1154 0.0767 3.8942
*
```

Output
- E_HOMO (alpha / beta) (eV) = -12.0 / -15.2
- expectation value of S² = 6.0281
- orbital gap (alpha / beta) (Eh) = 0.1723 / 0.1481
- lowest unoccupied orbital energy (alpha / beta) (eV) = -7.32 / -11.14

In the Löwdin picture, each atom carries the following charge in e: -0.370 0.065 0.072 0.081 -0.320 0.103 0.111 -0.077 0.092 0.094 0.082 -0.253 -0.232 -0.247 -0.298 -0.272 -0.005 0.003 0.006 0.001 0.000 1.346 0.094 0.123 0.083 0.087 0.090 0.118 0.089 0.120 0.083 0.088 0.119 0.091 0.088 0.118 0.089 -0.067 -0.040 -0.164 0.011 0.018 0.035 -0.009 0.052 0.148 0.129 0.151 0.127 0.141

***

Record 3
# C59H55BrMoN3O3P2S3Te

A structure of composition C59H55BrMoN3O3P2S3Te (ωB97M-V with the def2-TZVPD basis set, OMol25).

ORCA input file:
```
! wB97M-V def2-TZVPD RIJCOSX def2/J DEFGRID3
* xyz 2 2
Mo -0.2585 0.5884 -0.2084
S 1.9275 1.0125 1.0517
P 1.8384 2.7035 -0.0791
C 0.3722 2.3181 -0.9155
P -1.0231 3.2024 -1.4849
S -2.3797 2.0181 -0.5876
C -1.1918 3.1788 -3.2699
C -0.1230 3.5028 -4.1030
C -0.3198 3.5938 -5.4712
C -1.5756 3.3484 -6.0096
C -2.6378 3.0125 -5.1818
C -2.4514 2.9303 -3.8110
C -1.1133 4.9222 -0.9727
C -1.7144 5.2456 0.2416
C -1.8036 6.5725 0.6330
C -1.2925 7.5730 -0.1807
C -0.6867 7.2526 -1.3888
C -0.5990 5.9306 -1.7901
C 3.2875 2.8896 -1.0974
C 3.2316 2.5452 -2.4445
C 4.3755 2.6369 -3.2232
C 5.5666 3.0596 -2.6521
C 5.6271 3.3827 -1.3002
C 4.4899 3.2982 -0.5172
C 1.6434 4.1623 0.9492
C 0.9709 4.0562 2.1659
C 0.7865 5.1808 2.9502
C 1.2629 6.4130 2.5197
C 1.9164 6.5237 1.3014
C 2.1121 5.3993 0.5132
H 0.8607 3.6956 -3.6902
H 0.5071 3.8492 -6.1187
H -1.7254 3.4164 -7.0790
H -3.6140 2.8143 -5.6032
H -3.2791 2.6589 -3.1684
H -2.1208 4.4602 0.8668
H -2.2830 6.8256 1.5694
H -1.3759 8.6089 0.1214
H -0.2991 8.0352 -2.0274
H -0.1566 5.6944 -2.7489
H 2.3097 2.1673 -2.8719
H 4.3379 2.3666 -4.2700
H 6.4591 3.1304 -3.2597
H 6.5626 3.7012 -0.8605
H 4.5362 3.5535 0.5352
H 0.5991 3.0924 2.4920
H 0.2719 5.1009 3.8990
H 1.1240 7.2907 3.1375
H 2.2827 7.4845 0.9654
H 2.6314 5.4888 -0.4330
C -5.8922 -5.1322 2.6309
C -4.5659 -4.6851 2.0896
C -4.1117 -5.1121 0.8495
C -2.8926 -4.7017 0.3205
C -2.4774 -5.2955 -1.0025
C -2.1153 -3.8134 1.0834
Te -0.1625 -3.5734 0.3542
N 0.3825 -1.6239 0.1823
C 1.2587 -1.4961 -0.8184
O 1.2666 -0.3523 -1.3747
C 2.1806 -2.5415 -1.3225
C 3.0844 -3.1507 -0.4542
C 3.9410 -4.1306 -0.9325
C 3.8866 -4.5067 -2.2670
C 2.9921 -3.8903 -3.1336
C 2.1472 -2.8959 -2.6701
C 0.7908 -3.9112 2.2118
C 1.5464 -2.9100 2.8098
C 2.1787 -3.1489 4.0176
C 2.0451 -4.3903 4.6273
C 1.2934 -5.3829 4.0225
C 0.6555 -5.1699 2.7997
C -0.1583 -6.2789 2.1904
C -2.5326 -3.3773 2.3426
C -1.7259 -2.4795 3.2300
C -3.7583 -3.8207 2.8186
H -6.3321 -5.9126 2.0134
H -6.5917 -4.2952 2.6654
H -5.7900 -5.5142 3.6470
H -4.7219 -5.7936 0.2684
H -3.3646 -5.5941 -1.5582
H -1.8789 -6.1980 -0.8507
H -1.9207 -4.6053 -1.6319
H 3.1314 -2.8479 0.5837
H 4.6541 -4.5959 -0.2651
H 4.5514 -5.2756 -2.6374
H 2.9585 -4.1807 -4.1752
H 1.4565 -2.4055 -3.3443
H 1.6360 -1.9426 2.3295
H 2.7877 -2.3790 4.4749
H 2.5406 -4.5909 5.5681
H 1.2064 -6.3538 4.4951
H 0.2236 -7.2494 2.5034
H -0.1331 -6.2731 1.0968
H -1.2052 -6.2121 2.4958
H -0.9139 -1.9848 2.7040
H -1.2954 -3.0468 4.0600
H -2.3811 -1.7123 3.6409
H -4.0916 -3.4786 3.7932
C -2.9386 0.7836 4.6967
N -1.5039 0.6219 4.5656
C -0.6817 0.3494 5.7474
C 0.7443 0.3189 5.1775
N 0.4993 0.3490 3.7336
C -0.7786 0.5878 3.4526
S -1.5242 0.8605 1.9164
H -3.1570 1.6796 5.2780
H -3.3588 -0.0818 5.2124
H -3.3948 0.8739 3.7158
H -0.9772 -0.6058 6.1861
H -0.8265 1.1304 6.4930
H 1.2785 -0.5875 5.4539
H 1.3317 1.1842 5.4844
H 1.2111 0.5822 3.0543
Br 1.7825 0.7167 -6.0588
C 0.4401 -0.4909 -5.4883
C 0.0334 -1.4999 -6.3476
C -0.8740 -2.4505 -5.8977
C -1.3320 -2.4137 -4.5909
C -0.9317 -1.3818 -3.7484
C -0.0651 -0.3926 -4.2044
C -1.2896 -1.4366 -2.3000
O -1.5190 -2.5112 -1.7569
O -1.3144 -0.2937 -1.6750
H 0.4322 -1.5500 -7.3514
H -1.1991 -3.2352 -6.5672
H -1.9948 -3.1801 -4.2126
H 0.2583 0.3978 -3.5430
*
```

Output
- E_HOMO (alpha / beta) (eV) = -12.8 / -12.9
- expectation value of S² = 0.8158
- orbital gap (alpha / beta) (Eh) = 0.2561 / 0.2762
- ΔE to the lowest compared entry with this formula, charge and spin (kJ/mol) = 0.0
- lowest unoccupied orbital energy (alpha / beta) (eV) = -5.87 / -5.37

Results of the Löwdin charge analysis, in e, for atoms 1 through 99: 1.199 0.483 0.585 -0.668 0.573 0.415 -0.350 -0.113 -0.089 -0.049 -0.049 -0.079 -0.328 -0.092 -0.063 -0.057 -0.058 -0.068 -0.353 -0.076 -0.053 -0.046 -0.052 -0.080 -0.341 -0.096 -0.063 -0.056 -0.054 -0.072 0.096 0.106 0.117 0.116 0.086 0.086 0.115 0.116 0.115 0.100 0.078 0.103 0.117 0.116 0.118 0.063 0.112 0.117 0.118 0.116 -0.030 -0.237 0.006 -0.294 -0.072 -0.316 1.988 -0.263 -0.650 -0.187 -0.220 -0.048 -0.050 -0.051 -0.040 0.004 -0.382 -0.156 -0.076 -0.051 -0.024 -0.292 -0.044 -0.269 -0.055 0.001 0.083 0.093 0.090 0.127 0.092 0.089 0.030 0.107 0.116 0.115 0.116 0.108 0.068 0.106 0.115 0.124 0.094 0.054 0.095 0.025 0.107 0.068 0.131

***

Record 4
# C38H32Cl2N2NaO3P2S

A structure of composition C38H32Cl2N2NaO3P2S (ωB97M-V with the def2-TZVPD basis set, OMol25).

ORCA input file:
```
! wB97M-V def2-TZVPD RIJCOSX def2/J DEFGRID3
* xyz -1 1
Na -0.7610 0.4975 -0.3238
C -0.7672 -0.3466 2.5852
P 0.2356 -1.5923 1.6489
C 1.1891 -2.2346 3.0792
C 0.8967 -3.3707 3.8282
C 1.6719 -3.7000 4.9275
C 2.7463 -2.9059 5.2938
C 3.0507 -1.7789 4.5475
C 2.2820 -1.4536 3.4476
C -0.8650 -3.0173 1.3267
C -2.2541 -2.9823 1.3446
C -2.9852 -4.0698 0.8982
C -2.3418 -5.2047 0.4380
C -0.9569 -5.2591 0.4377
C -0.2268 -4.1697 0.8657
C -0.0132 0.9414 2.5267
C 0.5140 1.7148 3.5471
C 1.1182 2.8304 2.9323
C 0.9266 2.6608 1.5742
C 1.4064 3.4142 0.3760
P 1.2559 2.1803 -0.9859
C 1.7747 3.2630 -2.3868
C 3.0735 3.6941 -2.6418
C 3.3422 4.4828 -3.7453
C 2.3169 4.8653 -4.5951
C 1.0163 4.4668 -4.3328
C 0.7500 3.6609 -3.2408
C 2.8009 1.2465 -0.7681
C 3.4036 0.6827 -1.8915
C 4.5415 -0.0896 -1.7693
C 5.0907 -0.3217 -0.5196
C 4.4956 0.2315 0.6008
C 3.3566 1.0062 0.4831
N 0.2504 1.5092 1.3171
H -0.9432 -0.6714 3.6148
H -1.7187 -0.2600 2.0584
H 0.0642 -4.0053 3.5575
H 1.4295 -4.5760 5.5172
H 3.3395 -3.1572 6.1637
H 3.8861 -1.1507 4.8269
H 2.5103 -0.5820 2.8527
H -2.7757 -2.1096 1.6968
H -4.0669 -4.0264 0.8963
H -2.9166 -6.0543 0.0957
H -0.4476 -6.1473 0.0867
H 0.8574 -4.2056 0.8527
H 0.4827 1.5094 4.6060
H 1.6201 3.6438 3.4339
H 2.4426 3.7676 0.4599
H 0.7714 4.2722 0.1244
H 3.8813 3.4033 -1.9835
H 4.3553 4.8049 -3.9505
H 2.5344 5.4784 -5.4595
H 0.2135 4.7762 -4.9889
H -0.2573 3.3113 -3.0412
H 2.9733 0.8621 -2.8673
H 4.9989 -0.5078 -2.6552
H 5.9812 -0.9262 -0.4189
H 4.9320 0.0674 1.5750
H 2.8888 1.4214 1.3637
Cl 0.6879 -1.3953 -1.6291
C 0.2131 -1.3794 -3.3188
Cl 0.6076 0.1653 -4.0448
H -0.8698 -1.4938 -3.3572
H 0.7388 -2.1690 -3.8506
O -4.0473 -0.2426 1.4752
C -3.8723 -0.1495 0.2692
N -2.7572 -0.4687 -0.3818
S -2.8604 -0.1336 -1.9394
O -2.7189 -1.3008 -2.7799
O -1.9229 0.9270 -2.2436
C -4.5645 0.4167 -1.9677
C -5.4501 0.7321 -2.9724
C -6.7701 0.9856 -2.6161
C -7.1701 0.9579 -1.2877
C -6.2669 0.6391 -0.2865
C -4.9651 0.3390 -0.6478
H -5.1286 0.7753 -4.0015
H -7.4973 1.2110 -3.3819
H -8.1983 1.1778 -1.0322
H -6.5592 0.6158 0.7519
*
```

Output
- E_HOMO (eV) = -4.0
- orbital gap (Eh) = 0.2253
- ΔE to the lowest compared entry with this formula, charge and spin (kJ/mol) = 92.8
- lowest unoccupied orbital energy (eV) = 2.14

In the Löwdin picture, each atom carries the following charge in e: 0.001 -0.257 1.069 -0.352 -0.087 -0.101 -0.110 -0.090 -0.099 -0.387 -0.082 -0.080 -0.105 -0.101 -0.137 -0.424 -0.093 -0.097 -0.453 -0.262 1.076 -0.370 -0.093 -0.096 -0.109 -0.097 -0.120 -0.372 -0.153 -0.095 -0.102 -0.089 -0.076 -0.042 0.102 0.046 0.099 0.095 0.092 0.099 0.082 0.071 0.102 0.092 0.095 0.106 0.083 0.079 0.090 0.083 0.107 0.096 0.092 0.097 0.094 0.063 0.097 0.093 0.097 0.090 0.649 -0.955 0.592 -0.017 0.034 0.040 -0.534 -0.072 0.637 -0.313 -0.346 -0.189 -0.038 -0.081 -0.076 -0.002 -0.126 0.116 0.099 0.101 0.119

***

Record 5
# C6H9NO

The molecule C6H9NO (ωB97M-V with the def2-TZVPD basis set, OMol25).

ORCA input file:
```
! wB97M-V def2-TZVPD RIJCOSX def2/J DEFGRID3
* xyz 0 1
C 0.1550 1.8458 0.2217
C 0.1767 -0.8908 -0.9581
C 0.6239 -0.8191 0.3622
C -0.5430 0.5325 0.5167
C -1.0818 -0.1644 -1.0211
C 1.3236 -1.5011 1.2542
O 1.0238 -1.0230 -1.9792
N -1.3286 0.4943 1.5611
H 0.5702 -0.8092 -2.8076
H -1.8696 -0.3491 1.7070
H 0.6979 2.1655 1.1113
H -0.5887 2.6059 -0.0183
H 0.8566 1.7582 -0.6100
H -1.2218 0.4664 -1.9012
H -1.9733 -0.7248 -0.7559
H 1.6001 -1.0406 2.1967
H 1.5790 -2.5464 1.1203
*
```

Output
- E_HOMO (alpha / beta) (eV) = -7.0 / -7.1
- orbital gap (alpha / beta) (Eh) = 0.2330 / 0.2339
- ΔE to the lowest compared entry with this formula, charge and spin (kJ/mol) = 512.7
- lowest unoccupied orbital energy (alpha / beta) (eV) = -0.71 / -0.70

In the Löwdin picture, each atom carries the following charge in e: -0.055 -0.299 -0.123 -0.531 -0.009 0.087 0.136 0.045 0.130 0.025 0.080 0.081 0.078 0.108 0.107 0.073 0.068